1.
{
  "formula": "C24H29N9O2PbS",
  "method": "ωB97M-V/def2-TZVPD",
  "elements": ["Pb", "S", "O", "O", "N", "N", "N", "N", "N", "N", "N", "N", "N", "C", "C", "C", "C", "C", "C", "C", "C", "C", "C", "C", "C", "C", "C", "C", "C", "C", "C", "C", "C", "C", "C", "C", "C", "H", "H", "H", "H", "H", "H", "H", "H", "H", "H", "H", "H", "H", "H", "H", "H", "H", "H", "H", "H", "H", "H", "H", "H", "H", "H", "H", "H", "H"],
  "xyz": [[-0.28830, 0.19527, -0.33931], [-0.63728, -1.84875, -2.11525], [1.67529, -1.03227, 0.36494], [1.58189, 1.53667, 0.82413], [2.66301, 1.80700, -3.64606], [0.53889, 1.29235, -4.44170], [2.53904, 0.75295, 1.25511], [-2.44866, -1.25538, 0.19787], [-1.09705, -0.12074, 2.24142], [0.82337, 1.74043, -2.16706], [-3.07020, -1.84362, -0.84156], [-3.04156, -2.46320, -3.01216], [2.61028, -0.49958, 1.04242], [-0.78009, 0.31007, 4.56585], [-2.87631, -1.50604, 1.38532], [3.01735, 2.65539, -4.77157], [3.59724, 1.83485, -2.54108], [-2.61743, -1.02955, 3.83150], [5.58198, 1.17370, 3.35546], [-6.36116, -2.94264, 1.44545], [-4.01652, -2.42712, 1.64524], [-4.88233, -4.49674, 2.52300], [3.46154, 2.68040, 2.39140], [-3.81629, -3.63830, 2.29993], [-0.90382, 1.43031, -4.33030], [0.96574, 0.22190, -5.33673], [-5.29514, -2.08945, 1.21146], [-2.17755, -0.86702, 2.51582], [-0.43205, 0.45663, 3.23164], [-1.90306, -0.44501, 4.86332], [-6.15683, -4.14781, 2.10254], [-2.35743, -2.02630, -1.92056], [1.32094, 1.60279, -3.35122], [3.56564, 1.33380, 2.07216], [4.42513, 3.26997, 3.19589], [4.62607, 0.57147, 2.55664], [5.48716, 2.52151, 3.67714], [3.61093, 2.79876, -2.01531], [4.68666, -0.47598, 2.30598], [4.59936, 1.63736, -2.92208], [-1.30659, 1.63887, -5.32424], [4.34394, 4.31892, 3.44852], [3.34018, 1.04709, -1.83366], [-1.13324, 2.26240, -3.66900], [0.55563, -0.73607, -5.00189], [2.23132, 2.62958, -5.51860], [-5.44231, -1.15357, 0.68853], [2.62780, 3.24696, 2.00546], [-1.37704, 0.52888, -3.94480], [1.45615, 2.20087, -1.51768], [-2.81893, -3.91358, 2.62220], [-3.99614, -2.74597, -2.85837], [0.40684, 1.07952, 2.93680], [2.04846, 0.14977, -5.34986], [3.15212, 3.69645, -4.45117], [-2.22477, -0.57454, 5.88848], [-0.19243, 0.78298, 5.33994], [0.60570, 0.42575, -6.34695], [-7.35475, -2.66204, 1.11988], [-6.99008, -4.81474, 2.28305], [6.24545, 2.98491, 4.29497], [-2.52269, -2.92123, -3.73824], [-4.71957, -5.43650, 3.03512], [6.40781, 0.58567, 3.73385], [-3.51000, -1.60256, 4.03571], [3.94868, 2.31410, -5.22776]],
  "charge": 0,
  "energy_ev": -58945.277,
  "homo_ev": -7.3735,
  "orbital_gap_ev": 7.418
}

2.
{
  "formula": "C3H8NO2",
  "method": "ωB97M-V/def2-TZVPD",
  "elements": ["O", "O", "N", "C", "C", "C", "H", "H", "H", "H", "H", "H", "H", "H"],
  "xyz": [[-1.45151, 0.08295, -0.55660], [-3.42209, -0.57067, 0.34344], [1.25314, 0.56727, 0.18700], [2.02250, -0.74173, 0.19133], [-2.38389, 0.21702, 0.23337], [0.42622, 1.10104, -0.93550], [-3.55101, -1.25070, -0.30364], [2.89472, -0.74538, -0.46827], [0.42084, 0.49531, 0.82503], [1.26565, -1.35764, -0.11507], [1.88275, 1.31758, 0.41049], [0.72979, 0.52281, -1.93385], [-2.38953, 1.11671, 0.87237], [2.30243, -0.75456, 1.24991]],
  "charge": 1,
  "energy_ev": -8814.247,
  "homo_ev": -13.8608,
  "orbital_gap_ev": 9.075
}

3.
{
  "formula": "C46H40FN7O16",
  "method": "ωB97M-V/def2-TZVPD",
  "elements": ["F", "O", "O", "O", "O", "O", "O", "O", "O", "O", "O", "O", "O", "O", "O", "O", "O", "N", "N", "N", "N", "N", "N", "N", "C", "C", "C", "C", "C", "C", "C", "C", "C", "C", "C", "C", "C", "C", "C", "C", "C", "C", "C", "C", "C", "C", "C", "C", "C", "C", "C", "C", "C", "C", "C", "C", "C", "C", "C", "C", "C", "C", "C", "C", "C", "C", "C", "C", "C", "C", "H", "H", "H", "H", "H", "H", "H", "H", "H", "H", "H", "H", "H", "H", "H", "H", "H", "H", "H", "H", "H", "H", "H", "H", "H", "H", "H", "H", "H", "H", "H", "H", "H", "H", "H", "H", "H", "H", "H", "H"],
  "xyz": [[-5.93864, 0.29376, 2.83200], [-10.34279, -4.99007, -0.56898], [-2.08788, 0.37830, 2.89218], [-0.90717, 1.08505, -5.39474], [-2.18328, -2.48802, -0.93014], [0.10143, 7.21784, -0.79765], [-8.15048, 2.06243, 0.96043], [3.68652, -2.57151, 0.08870], [-2.59026, -4.57688, -0.59135], [-2.43706, -0.06033, -6.39076], [9.68478, 0.68221, 1.59328], [-9.62406, -6.43787, 0.85620], [-5.98156, 1.48658, 0.59523], [-0.90413, 5.31157, -0.83098], [4.89539, -0.91000, -0.55518], [10.34227, -0.86402, 2.94648], [-2.02583, 2.14749, 1.66579], [10.30681, 0.29764, 2.56456], [0.00210, 6.05916, -1.15191], [-2.01830, 0.58841, -5.44851], [4.65668, -1.83967, 0.19302], [-9.72862, -5.30110, 0.43456], [-2.36226, -3.62735, -1.31753], [-1.61771, 1.04028, 1.98937], [-2.91025, 0.78209, -4.29991], [-7.78206, -2.22375, 2.57831], [3.08001, 5.82220, -3.25212], [1.04837, 5.52158, -2.03305], [1.56805, -0.60173, -0.24313], [-0.04044, -0.79114, 1.53461], [0.99825, -1.33141, 0.79213], [-6.59014, 1.50028, 2.77136], [11.03265, 2.61905, 2.93537], [6.26841, -3.42751, 3.15656], [11.81688, 0.88019, 4.41824], [-5.46394, 2.57950, 2.71368], [-8.32562, -4.55070, 2.31483], [-9.17880, -2.92086, 0.75013], [6.69614, -1.27244, 1.45113], [11.76929, 3.55234, 3.64647], [-4.59792, 1.18085, -2.15580], [-0.50157, 0.47660, 1.22635], [-9.06351, -4.22935, 1.18808], [-4.17194, 0.20908, -4.31438], [0.94553, 4.21776, -2.48312], [-5.01722, 0.41115, -3.23411], [11.06872, 1.29157, 3.32786], [12.53167, 3.15236, 4.73616], [-7.68095, -3.53983, 3.01019], [1.91817, 3.71508, -3.33262], [-2.53696, -5.14949, -3.24518], [-3.32649, 1.74320, -2.15350], [-7.11282, 1.72692, 1.33290], [7.37973, -2.61046, 3.32460], [-1.98478, -3.05178, -4.98758], [5.36778, -3.17187, 2.13554], [7.59201, -1.53189, 2.47632], [-4.95036, 2.26237, 1.26258], [5.59580, -2.09866, 1.28980], [1.09987, 0.67394, -0.53605], [0.05976, 1.21875, 0.19999], [2.98322, 4.51781, -3.71920], [-2.02175, -2.81978, -3.62090], [-2.47540, 1.54317, -3.22770], [-8.53372, -1.91473, 1.45191], [-2.30196, -3.87262, -2.76528], [2.10805, 6.33055, -2.40408], [-2.22860, -4.32619, -5.48227], [-2.50150, -5.37359, -4.61240], [12.55307, 1.81872, 5.12289], [6.10600, -4.26632, 3.82055], [-6.00555, -0.02904, -3.23318], [13.11219, 3.88268, 5.28552], [1.36230, -2.32397, 1.01708], [10.44293, 2.93356, 2.08616], [3.73965, 4.12581, -4.38729], [-2.99997, 2.34128, -1.31133], [2.37148, -1.02519, -0.82348], [-5.96924, 3.54615, 2.72970], [-3.95229, 1.83757, 1.25821], [-4.50296, -0.38805, -5.15232], [-5.04892, 3.23005, 0.75736], [0.11919, 3.58662, -2.18746], [2.18497, 7.34692, -2.04526], [-5.25783, 1.34595, -1.31063], [-4.80806, 2.33827, 3.54726], [8.08555, -2.81627, 4.12018], [13.14671, 1.51020, 5.97288], [-1.48776, 1.98228, -3.22095], [-7.27420, -1.43860, 3.11839], [6.86683, -0.43396, 0.79075], [-0.48013, -1.36554, 2.33742], [-1.76987, -2.23937, -5.66863], [-7.09574, -3.77825, 3.88831], [-2.68965, -6.36574, -5.00073], [-8.61419, -0.88812, 1.11800], [-9.76018, -2.67673, -0.12747], [3.91221, 6.44475, -3.55239], [11.75228, 4.59223, 3.34925], [1.54586, 1.24231, -1.34234], [-0.30188, 2.21116, -0.03488], [8.46274, -0.89505, 2.61299], [-1.83451, -1.82557, -3.23819], [-8.24433, -5.57349, 2.65383], [1.84469, 2.69824, -3.69624], [-7.30140, 1.64831, 3.58118], [-2.74955, -5.96713, -2.57137], [11.83604, -0.15664, 4.72201], [-2.20672, -4.50313, -6.55026], [4.50465, -3.80939, 2.00767]],
  "charge": 0,
  "energy_ev": -94239.131,
  "homo_ev": -9.8202,
  "smiles": "O=[N+]([O-])c1ccccc1.O=[N+]([O-])c1ccccc1.O=[N+]([O-])c1ccccc1.O=[N+]([O-])c1ccccc1.O=[N+]([O-])c1ccccc1.O=[N+]([O-])c1ccccc1.O=[N+]([O-])c1ccccc1.O=C1OCC[C@@H]1F",
  "orbital_gap_ev": 8.732
}

4.
{
  "formula": "C11H24ClN3O3P",
  "method": "ωB97M-V/def2-TZVPD",
  "elements": ["Cl", "P", "O", "O", "O", "N", "N", "N", "C", "C", "C", "C", "C", "C", "C", "C", "C", "C", "C", "H", "H", "H", "H", "H", "H", "H", "H", "H", "H", "H", "H", "H", "H", "H", "H", "H", "H", "H", "H", "H", "H", "H", "H"],
  "xyz": [[2.77624, 4.53690, 0.09646], [1.06514, -0.80573, -1.24549], [-0.15747, -1.27500, -2.32369], [-1.60384, -1.82253, 1.94058], [2.82721, 1.12558, 0.61448], [0.93505, 3.26610, -1.71594], [2.56767, -1.45461, -1.89389], [1.21235, 0.98127, -1.20662], [1.90986, 3.16956, -0.66033], [-2.52394, -3.18210, 0.17905], [0.59650, 1.95343, -1.97482], [2.06461, 1.77764, -0.32664], [-0.47205, 1.71052, -3.11371], [-0.07210, 2.09572, 2.79504], [-1.09667, -4.17586, 1.99114], [-1.88752, 1.59691, -2.34690], [1.89013, 0.78077, 1.70565], [-2.13155, -3.11655, 1.64680], [1.51417, 2.06531, 2.59263], [-0.38969, 1.01950, 2.94670], [-0.37344, 2.71397, 3.69417], [0.91044, 0.37614, 1.30771], [-0.47511, 2.56855, -3.85275], [-1.68474, 0.94241, -1.44650], [-0.56386, 2.56994, 1.89998], [-2.08703, 2.62706, -1.93372], [-2.94836, -4.15624, -0.07322], [0.57332, 4.10786, -2.16779], [-0.18074, -4.02934, 1.40912], [2.43054, -2.43303, -2.17424], [1.90733, 3.01600, 2.14546], [-2.70232, 1.20486, -3.00560], [-0.24644, 0.78429, -3.71304], [2.89751, -0.90183, -2.69528], [-0.81654, -4.11000, 3.04466], [-1.47814, -5.17983, 1.79337], [-0.81953, -1.69187, 1.39477], [2.05691, 1.93930, 3.58094], [-3.01786, -3.25318, 2.26999], [2.31617, -0.04773, 2.34629], [-1.65636, -3.00175, -0.46447], [0.19337, -1.88340, -3.00404], [-3.25921, -2.40901, -0.05632]],
  "charge": 1,
  "energy_ev": -44212.683,
  "homo_ev": -12.3915,
  "orbital_gap_ev": 9.040
}